1.
Computed, not measured: a 3-piece molecular cluster, C19H26F17N3O7PS2 overall at a distorted geometry, with ωB97M-V/def2-TZVPD.

The calculation puts the total energy at -116078.0430 eV. As for the frontier orbital gap: 9.901 eV. Its LUMO energy is -3.087 eV. As for the total charge: +1.

Positions of all 75 atoms, in Å:
C -1.046 2.844 -1.168
C -0.477 3.207 0.212
C 0.538 4.371 0.205
C -0.040 5.558 0.982
C 1.901 3.968 0.775
C 2.433 2.674 0.145
N 2.460 1.479 1.084
S 3.362 0.159 0.264
O 4.594 0.685 -0.149
O 3.201 -1.016 1.008
F 2.390 0.125 -0.924
C 2.965 1.778 2.484
N 4.205 1.102 2.728
C 4.670 1.039 3.861
O 5.100 1.034 4.925
P 1.591 1.205 3.673
O 0.186 1.676 3.053
O 1.750 2.068 4.991
S 1.645 -0.683 3.890
C 3.167 3.278 2.674
N 1.915 3.933 2.256
H -1.139 1.768 -1.289
H -1.999 3.325 -1.364
H -0.384 3.171 -1.971
H -1.300 3.447 0.878
H -0.033 2.299 0.624
H 0.718 4.747 -0.802
H -0.864 6.001 0.431
H 0.717 6.343 1.064
H -0.357 5.270 1.980
H 2.607 4.746 0.464
H 3.412 2.828 -0.296
H 1.772 2.378 -0.663
H 1.484 1.156 1.134
H -0.271 0.852 2.801
H 1.112 2.804 4.977
H 3.322 3.482 3.729
H 4.021 3.653 2.099
H 2.015 4.903 2.535
C -3.015 -3.124 -3.063
C -1.879 -2.575 -3.937
C -0.954 -1.527 -3.316
F -1.640 -0.422 -2.950
F -0.023 -1.152 -4.223
F -2.374 -2.115 -5.102
F -1.074 -3.640 -4.229
O -4.297 -2.554 -3.207
C -4.655 -1.418 -2.535
C -4.921 -0.242 -3.482
F -3.847 0.003 -4.258
F -5.170 0.863 -2.743
F -3.751 -1.096 -1.585
F -5.819 -1.677 -1.904
H -3.145 -4.152 -3.397
H -2.718 -3.182 -2.014
H -0.437 -1.939 -2.444
H -5.780 -0.459 -4.118
C 0.605 -2.974 0.377
C -0.771 -2.647 0.970
C -1.271 -3.500 2.139
F -1.383 -4.791 1.786
F -2.492 -3.048 2.501
F -1.691 -2.612 -0.016
F -0.672 -1.366 1.465
O 0.657 -3.766 -0.787
C 0.633 -5.140 -0.722
C -0.628 -5.724 -1.371
F -1.738 -5.205 -0.806
F -0.633 -7.057 -1.184
F 0.796 -5.570 0.540
F 1.683 -5.586 -1.439
H 0.999 -2.013 0.052
H 1.292 -3.335 1.145
H -0.595 -3.411 2.995
H -0.635 -5.503 -2.441

***

2.
Computed, not measured: a 2-piece molecular cluster, C2H5N2O overall at a distorted geometry, with ωB97M-V/def2-TZVPD.

The energy relative to the best compared isomer or geometry (same formula, charge and spin) is 462.53 kJ/mol. The calculation puts the total energy at -7171.2380 eV. As for the frontier orbital gap: 11.445 eV. Its LUMO energy is -4.639 eV. As for the total charge: +1.

Positions of all 10 atoms, in Å:
C -1.195 0.002 0.244
C 2.380 0.275 -0.008
N -2.333 -0.053 0.091
N 1.426 -0.544 0.089
O -3.638 0.127 0.076
H 0.277 -0.428 0.134
H 3.407 -0.087 -0.458
H -3.965 0.970 -0.259
H 2.077 1.265 0.113
H 1.565 -1.527 -0.021

***

3.
Computed, not measured: C30H26N7O2Rh as an isolated structure, with ωB97M-V/def2-TZVPD.

The energy relative to the best compared isomer or geometry (same formula, charge and spin) is 68.37 kJ/mol. The calculation puts the total energy at -49046.5554 eV. As for the spin multiplicity: 5. As for the frontier orbital gap (alpha / beta): 7.602 / 5.803 eV. Its LUMO energy (alpha / beta) is -6.263 / -8.346 eV. As for the total charge: +2.

Positions of all 66 atoms, in Å:
Rh 0.401 0.772 -0.877
C 3.207 3.549 4.208
C 3.623 4.037 2.962
C 3.369 3.324 1.820
C 2.659 2.095 1.913
C 2.250 1.602 3.180
C 2.523 2.332 4.307
N 2.412 1.351 0.830
N 2.285 1.655 -0.433
C 2.885 0.743 -1.380
C 4.199 0.426 -1.636
C 4.409 -0.458 -2.693
C 3.352 -0.999 -3.437
C 2.031 -0.691 -3.143
C 1.822 0.166 -2.073
H 3.420 4.118 5.102
H 4.153 4.977 2.904
H 3.684 3.677 0.846
H 1.735 0.652 3.228
H 2.211 1.968 5.276
H 5.021 0.851 -1.076
H 5.422 -0.727 -2.958
H 3.577 -1.678 -4.248
H 1.214 -1.117 -3.710
O -6.248 -0.064 1.778
C -6.065 1.306 2.046
N -4.871 1.648 1.293
C -4.297 2.863 1.397
O -4.699 3.747 2.121
C -3.068 3.090 0.548
C -2.796 4.378 0.102
C -1.647 4.611 -0.635
C -0.787 3.558 -0.877
N -1.036 2.318 -0.429
C -2.161 2.089 0.269
H -7.095 -0.348 2.137
H -5.886 1.511 3.103
H -6.915 1.906 1.708
H -4.651 1.022 0.535
H -3.486 5.175 0.350
H -1.408 5.595 -1.011
H 0.132 3.698 -1.432
H -2.311 1.082 0.637
C -3.043 -1.740 -1.401
C -2.136 -0.709 -1.469
N -0.920 -0.808 -0.895
C -0.567 -1.948 -0.295
C -1.418 -3.039 -0.195
C -2.690 -2.908 -0.736
C -0.995 -4.258 0.525
C 0.100 -4.981 0.306
C 1.081 -4.833 -0.790
C 2.291 -5.509 -0.732
C 3.159 -5.350 -1.801
N 2.845 -4.616 -2.865
C 1.647 -4.044 -2.836
N 0.757 -4.086 -1.854
H -4.015 -1.633 -1.862
H -2.363 0.218 -1.978
H 0.429 -1.990 0.128
H -3.395 -3.727 -0.664
H -1.663 -4.579 1.317
H 0.287 -5.816 0.971
H 2.548 -6.134 0.111
H 4.129 -5.833 -1.810
H 1.360 -3.487 -3.722

***

4.
Computed, not measured: C10H27MgN4O5P2S4 as an isolated structure at a distorted geometry, with ωB97M-V/def2-TZVPD.

The energy relative to the best compared isomer or geometry (same formula, charge and spin) is 48.72 kJ/mol. The calculation puts the total energy at -94378.8581 eV. As for the frontier orbital gap: 5.958 eV. Its LUMO energy is 2.516 eV. As for the total charge: -1.

Positions of all 53 atoms, in Å:
Mg -0.611 -1.081 -2.261
S -1.347 -2.610 -4.042
S -2.138 -3.877 -2.609
S -3.743 -2.881 -1.803
S -2.938 -1.255 -0.801
C -1.927 -0.949 2.540
N -0.934 -1.780 1.868
C -1.408 -3.158 1.680
P 0.017 -1.205 0.638
O 0.112 -2.067 -0.571
O -0.512 0.320 0.455
P -0.704 1.406 -0.748
O -0.842 0.941 -2.163
N -2.130 2.156 -0.344
C -2.388 2.474 1.045
C -3.345 2.053 -1.151
N 0.442 2.567 -0.407
C 1.078 3.170 -1.583
C 1.395 2.347 0.680
N 1.529 -0.996 1.276
C 1.668 -0.462 2.615
C 2.648 -1.800 0.817
H -2.067 -1.327 3.556
H -2.882 -0.972 2.005
H -1.597 0.086 2.604
H -1.579 -3.600 2.665
H -0.669 -3.754 1.151
H -2.333 -3.172 1.096
H -1.456 2.595 1.600
H -2.986 1.694 1.530
H -2.937 3.418 1.113
H -3.096 1.808 -2.178
H -3.849 3.027 -1.128
H -4.021 1.283 -0.779
H 0.381 3.210 -2.419
H 1.952 2.596 -1.898
H 1.379 4.190 -1.332
H 0.890 2.005 1.581
H 1.872 3.303 0.905
H 2.161 1.612 0.410
H 0.755 0.034 2.941
H 2.479 0.272 2.649
H 1.888 -1.254 3.341
H 2.437 -2.208 -0.167
H 2.850 -2.628 1.511
H 3.550 -1.183 0.748
C 3.974 -0.782 -2.541
O 2.661 -1.149 -2.958
C 1.560 -0.560 -2.353
O 1.827 0.248 -1.446
H 4.548 -0.528 -3.433
H 4.438 -1.639 -2.050
H 3.952 0.061 -1.857

***

5.
Computed, not measured: a 2-piece molecular cluster, C6H13N overall, with ωB97M-V/def2-TZVPD.

The energy relative to the best compared isomer or geometry (same formula, charge and spin) is 499.08 kJ/mol. The calculation puts the total energy at -7917.6605 eV. As for the frontier orbital gap: 8.914 eV. Its LUMO energy is 0.949 eV. As for the total charge: 0.

Positions of all 20 atoms, in Å:
C 3.303 -0.082 0.739
C 0.591 -0.922 -0.911
C 0.443 0.534 -1.211
N -0.888 0.110 -0.808
C -2.044 1.013 -0.853
C -1.458 0.550 0.440
C -2.107 -0.502 1.299
H 3.186 0.951 1.081
H 3.747 -0.082 -0.261
H 3.960 -0.621 1.425
H 0.607 -1.440 -1.888
H 2.327 -0.576 0.687
H 0.430 0.886 -2.249
H 0.911 1.258 -0.536
H -2.995 0.617 -1.199
H -1.830 2.038 -1.159
H -0.855 1.282 0.978
H -2.742 -0.048 2.068
H -2.717 -1.177 0.692
H -1.326 -1.094 1.787

***

6.
Computed, not measured: one molecule with the formula C3H3N5O2 at a distorted geometry, with ωB97M-V/def2-TZVPD.

The energy relative to the best compared isomer or geometry (same formula, charge and spin) is 581.27 kJ/mol. The calculation puts the total energy at -14695.6270 eV. As for the frontier orbital gap (alpha / beta): 5.932 / 5.934 eV. Its LUMO energy (alpha / beta) is -3.055 / -3.054 eV. As for the total charge: 0.

Positions of all 13 atoms, in Å:
C 2.618 1.110 -0.088
C 1.259 -0.712 0.557
C -1.874 -0.365 -0.771
N 3.541 1.707 -0.484
N 0.506 -0.865 -0.773
N -0.663 -0.678 -0.743
N 1.733 0.554 0.594
N -2.387 0.614 0.156
O -3.559 0.815 -0.001
O -1.602 1.152 0.902
H 0.660 -1.013 1.446
H 2.161 -1.313 0.672
H -2.392 -1.007 -1.468

***

7.
Computed, not measured: C34H29AsLiN2O3Te as an isolated structure, with ωB97M-V/def2-TZVPD.

The energy relative to the best compared isomer or geometry (same formula, charge and spin) is 6.30 kJ/mol. The calculation puts the total energy at -113192.1400 eV. As for the frontier orbital gap: 6.901 eV. Its LUMO energy is 2.274 eV. As for the total charge: -1.

Positions of all 71 atoms, in Å:
Li 2.434 -1.663 -0.303
N 2.936 -1.815 -2.452
C 4.069 -2.770 -2.345
C 3.762 -3.813 -1.247
O 3.766 -5.020 -1.560
N 3.475 -3.225 -0.105
C 2.899 -4.021 0.956
C 1.808 -3.238 1.710
O 1.427 -3.637 2.807
O 1.346 -2.188 1.103
H 2.143 -2.314 -2.845
H 3.158 -1.069 -3.104
H 4.955 -2.198 -2.063
H 4.266 -3.294 -3.283
H 3.637 -4.339 1.701
H 2.439 -4.939 0.571
C 3.606 2.973 -4.549
C 4.223 2.718 -3.332
C 3.511 2.110 -2.309
C 2.172 1.765 -2.479
C 1.562 2.020 -3.703
C 2.277 2.620 -4.732
As 1.290 0.875 -0.964
C 0.609 2.462 -0.069
C 1.290 3.272 0.824
C 0.631 4.344 1.413
C -0.703 4.591 1.114
C -1.391 3.772 0.231
C -0.738 2.701 -0.366
C -1.352 1.714 -1.278
C -2.681 1.702 -1.685
C -3.143 0.685 -2.509
C -2.288 -0.330 -2.922
C -0.961 -0.328 -2.513
C -0.494 0.696 -1.704
H 4.161 3.438 -5.354
H 5.263 2.982 -3.183
H 4.009 1.891 -1.370
H 0.522 1.756 -3.856
H 1.790 2.812 -5.681
H 2.324 3.066 1.074
H 1.155 4.978 2.118
H -1.219 5.413 1.592
H -2.440 3.957 0.035
H -3.361 2.475 -1.349
H -4.180 0.676 -2.820
H -2.658 -1.130 -3.550
H -0.302 -1.134 -2.814
Te -0.363 -0.478 2.052
C -2.074 0.703 2.622
C -2.014 1.528 3.740
C -3.080 2.351 4.085
C -4.235 2.352 3.318
C -4.315 1.526 2.202
C -3.242 0.717 1.856
C -1.390 -2.253 2.531
C -2.181 -2.880 1.575
C -2.872 -4.044 1.889
C -2.768 -4.588 3.160
C -1.967 -3.972 4.111
C -1.275 -2.811 3.798
H -1.118 1.529 4.352
H -3.010 2.987 4.960
H -5.070 2.988 3.589
H -5.216 1.515 1.598
H -3.312 0.087 0.976
H -2.245 -2.465 0.576
H -3.480 -4.530 1.136
H -3.298 -5.501 3.405
H -1.861 -4.408 5.097
H -0.621 -2.355 4.527

***

8.
Computed, not measured: C57H59Cl3MgN13OSSe as an isolated structure, with ωB97M-V/def2-TZVPD.

The energy relative to the best compared isomer or geometry (same formula, charge and spin) is 0.00 kJ/mol. The calculation puts the total energy at -200679.4322 eV. As for the frontier orbital gap: 6.745 eV. Its LUMO energy is -1.743 eV. As for the total charge: +1.

Positions of all 136 atoms, in Å:
Mg 0.422 1.023 1.729
C 3.523 -2.674 7.065
C 2.603 -1.943 6.121
C 1.309 -1.589 6.490
C 0.493 -0.898 5.623
C 0.894 -0.527 4.322
N 0.091 0.205 3.495
C -1.228 0.511 3.770
C -2.228 -0.408 4.125
C -3.564 -0.056 4.170
C -3.986 1.236 3.863
C -5.446 1.608 3.857
C -3.013 2.177 3.572
C -1.660 1.846 3.573
N -0.704 2.906 3.493
C -0.876 4.175 3.937
C 0.301 4.849 3.713
C 1.152 3.899 3.129
N 0.540 2.731 2.999
C 2.225 -0.861 3.962
C 3.033 -1.550 4.867
N 2.838 -0.470 2.714
C 4.082 -0.821 2.311
C 4.385 -0.124 1.168
C 3.248 0.637 0.912
N 2.321 0.429 1.843
H 2.964 -3.071 7.911
H 4.291 -2.005 7.460
H 4.027 -3.503 6.566
H 0.949 -1.841 7.481
H -0.491 -0.599 5.954
H -1.945 -1.432 4.334
H -4.300 -0.808 4.431
H -6.054 0.792 4.245
H -5.791 1.828 2.845
H -5.627 2.494 4.467
H -3.316 3.196 3.352
H -1.793 4.503 4.395
H 0.518 5.874 3.960
H 2.174 4.017 2.808
H 4.059 -1.774 4.613
H 4.683 -1.551 2.818
H 5.298 -0.171 0.601
H 3.050 1.287 0.076
N -1.845 -1.634 -0.798
C -2.013 -2.242 0.420
C -1.244 -1.533 1.284
N -0.625 -0.492 0.633
C -0.975 -0.607 -0.643
C -0.438 0.103 -1.790
N 0.721 0.705 -1.829
C 0.879 1.150 -3.111
C -0.200 0.797 -3.869
N -1.031 0.115 -3.019
H -2.205 -1.974 -1.671
H -2.654 -3.093 0.565
H -1.085 -1.715 2.329
H 1.772 1.674 -3.412
H -0.453 0.965 -4.901
H -1.938 -0.239 -3.268
Cl -7.821 2.478 0.791
C -6.453 3.410 0.293
C -6.279 4.699 0.773
C -5.192 5.437 0.341
C -4.267 4.918 -0.561
C -3.099 5.777 -0.992
C -1.979 5.814 0.072
N -1.100 4.655 0.102
C 0.201 4.645 -0.350
C 0.682 3.402 -0.095
N -0.303 2.637 0.494
C -1.356 3.422 0.585
O -3.533 7.110 -1.175
C -3.178 7.655 -2.441
C -3.724 6.884 -3.615
C -5.018 6.469 -3.755
Cl -6.339 6.802 -2.719
S -5.269 5.559 -5.193
C -3.626 5.741 -5.638
C -2.930 6.460 -4.721
C -4.471 3.622 -1.021
Cl -3.384 2.904 -2.169
C -5.552 2.860 -0.601
H -6.993 5.117 1.470
H -5.058 6.454 0.688
H -2.686 5.382 -1.922
H -2.426 5.946 1.057
H -1.359 6.681 -0.146
H 0.652 5.517 -0.792
H 1.659 3.001 -0.299
H -2.312 3.139 0.999
H -2.086 7.700 -2.527
H -3.561 8.676 -2.430
H -3.273 5.314 -6.563
H -1.879 6.696 -4.823
H -5.693 1.856 -0.976
C 0.208 -7.395 -2.316
C 0.110 -5.883 -2.511
C 0.085 -5.093 -1.202
C 1.376 -5.160 -0.378
N 2.585 -4.888 -1.146
C 2.943 -3.660 -1.617
Se 2.009 -2.102 -1.423
N 4.141 -3.798 -2.246
C 4.916 -2.708 -2.822
C 4.369 -2.162 -4.138
C 4.218 -3.190 -5.264
C 2.994 -4.103 -5.127
C 4.563 -5.119 -2.158
C 5.706 -5.753 -2.620
C 5.847 -7.103 -2.338
C 4.873 -7.792 -1.615
C 3.727 -7.159 -1.161
C 3.580 -5.811 -1.453
H 0.088 -7.917 -3.265
H -0.568 -7.746 -1.632
H 1.178 -7.683 -1.911
H -0.806 -5.654 -3.061
H 0.942 -5.534 -3.129
H -0.729 -5.462 -0.569
H -0.112 -4.046 -1.425
H 1.494 -6.146 0.069
H 1.322 -4.420 0.421
H 5.929 -3.082 -2.971
H 4.948 -1.902 -2.086
H 5.064 -1.380 -4.457
H 3.406 -1.686 -3.950
H 5.123 -3.800 -5.344
H 4.126 -2.635 -6.200
H 3.149 -4.892 -4.391
H 2.773 -4.585 -6.081
H 2.115 -3.524 -4.831
H 6.467 -5.219 -3.175
H 6.729 -7.628 -2.677
H 5.016 -8.844 -1.406
H 2.988 -7.705 -0.590